{"formula": "C6H4N2O", "method": "ωB97M-V/def2-TZVPD", "elements": ["N", "C", "C", "C", "C", "C", "N", "C", "O", "H", "H", "H", "H"], "xyz": [[1.892, -2.718, -0.347], [1.452, -1.912, 0.272], [1.025, -0.716, 0.514], [-0.312, -0.568, 0.288], [-0.508, 0.792, 0.008], [0.702, 1.315, -0.225], [1.781, 0.400, 0.011], [3.197, 0.596, 0.092], [3.774, 1.575, -0.248], [-0.912, -1.470, 0.549], [-1.514, 1.121, 0.012], [1.077, 2.321, -0.358], [3.337, -0.212, 0.656]], "nbo_charge": [-0.28, 0.21, -0.05, -0.15, -0.29, 0.01, -0.39, 0.58, -0.49, 0.25, 0.24, 0.23, 0.13], "multiplicity": 1, "smiles": "N#Cc1cccn1C=O"}

=====

{"formula": "C6H4N2O", "method": "ωB97M-V/def2-TZVPD", "elements": ["C", "C", "C", "C", "C", "C", "N", "N", "O", "H", "H", "H", "H"], "xyz": [[-0.522, -3.460, -0.719], [1.287, 0.751, 0.257], [0.900, -0.511, -0.163], [0.188, 1.380, 0.691], [-0.509, -0.557, -0.035], [-1.533, -1.497, -0.213], [0.066, -4.461, -0.867], [-2.739, -1.622, -0.524], [-0.925, 0.619, 0.468], [2.333, 1.262, 0.243], [1.408, -1.354, -0.532], [0.153, 2.381, 1.165], [-3.209, -0.697, -0.323]], "nbo_charge": [0.08, -0.32, -0.17, 0.13, 0.06, 0.50, -0.48, -0.56, -0.38, 0.26, 0.26, 0.23, 0.39], "multiplicity": 1}

=====

{"formula": "C6H4N2O5S", "method": "ωB97M-V/def2-TZVPD", "elements": ["C", "C", "C", "C", "C", "C", "N", "N", "O", "O", "O", "O", "O", "S", "H", "H", "H", "H"], "xyz": [[1.755, -0.886, 0.234], [0.585, -1.411, 0.871], [1.715, 0.077, -0.738], [-0.708, -0.798, 0.891], [0.502, 0.488, -1.355], [-1.188, -0.039, -0.206], [-1.545, -0.987, 2.120], [0.504, 1.835, -1.742], [-1.028, -1.424, 3.108], [-2.674, -0.613, 2.027], [1.513, 2.551, -1.599], [-0.606, 2.255, -2.165], [-1.975, 0.960, -0.194], [-0.740, -0.607, -1.841], [2.560, -1.357, 0.619], [0.826, -2.167, 1.705], [2.684, 0.599, -0.806], [-2.180, 1.522, -0.930]], "nbo_charge": [-0.25, -0.12, -0.15, -0.13, -0.18, 0.33, 0.55, 0.47, -0.37, -0.36, -0.37, -0.44, -0.63, 0.35, 0.22, 0.25, 0.26, 0.55], "multiplicity": 1}

=====

Short version: energy relative to the best compared isomer or geometry (same formula, charge and spin) = 251.4 392.3 148.3 kJ/mol, in the order given.
Short version: LUMO level = -0.3 -1.0 -1.6 eV, in the order given.